1.
168
Properties=species:S:1:pos:R:3 method="wB97M-V/def2-TZVPD" total_charge=0 orbital_gap_ev=9.0 e_above_lowest_kj_mol=22.33 fmax_ev_per_a=4.293
C 6.516 1.431 -3.271
N 3.100 2.300 0.350
H -5.866 1.805 2.251
H -2.482 -1.853 -2.974
N -3.023 -3.371 -2.255
H -3.048 -4.224 -2.795
H 6.150 2.656 -1.386
C -6.684 2.818 -3.793
H 4.808 1.803 5.697
H -2.422 -3.765 -1.545
H 8.287 2.104 -2.595
C -5.052 3.051 3.706
H 1.668 -5.318 3.304
H -0.819 -6.738 -0.544
H -4.869 3.485 -4.386
H -6.197 1.216 -5.538
N -2.732 -8.446 0.037
H 5.351 0.304 5.042
O 4.465 1.917 -1.936
H 2.806 0.821 6.241
H 7.010 -0.629 -3.281
C -3.084 1.687 -1.515
O -4.169 2.263 -2.176
H 0.016 -1.075 -5.487
H 3.139 -5.227 2.320
H 4.827 -3.341 3.075
H 2.535 1.696 -2.552
H -3.834 -6.832 1.747
O 1.051 0.680 -5.941
C 5.667 -2.960 5.647
H 3.739 2.093 -0.404
H -3.638 -3.170 0.376
H -5.093 3.050 4.796
H -0.181 0.327 -4.338
C 4.798 1.207 4.785
H 3.222 -5.279 4.063
H 6.323 -3.671 5.145
C -0.174 -0.016 0.178
H 2.809 0.479 1.215
C 4.501 4.246 0.653
O -2.100 -0.998 -3.173
H -0.216 -3.381 -0.867
H 7.495 0.183 -1.793
C -7.499 -1.638 -2.957
H -0.160 0.247 -7.560
H -4.776 6.917 2.497
H 2.385 4.211 0.022
H -6.728 3.359 -2.848
H 0.614 -0.075 -1.506
O -4.806 5.418 3.898
H -5.036 0.695 -3.245
H -5.117 4.368 2.058
O 3.491 1.036 4.310
C -5.314 2.494 -4.298
H 2.151 2.059 0.100
C -3.543 2.746 3.436
H 3.301 0.310 2.637
C 2.429 3.736 2.083
H -3.051 1.963 -0.462
C 0.486 -0.214 -5.010
H -1.161 -1.116 -3.034
H 8.396 1.355 -3.985
H 0.923 -1.236 5.971
C 5.741 2.425 -2.370
N 1.037 -1.770 -3.188
H -0.514 2.088 0.862
H -7.196 1.882 -3.570
H 5.693 3.474 -2.663
C 2.688 0.319 5.281
O -6.555 -2.353 -2.175
C 1.520 -0.774 -4.088
O -1.519 -4.940 -0.427
H 5.164 3.629 1.259
H 0.342 -5.120 -1.057
H -3.395 2.687 2.357
H 5.383 1.754 4.045
H 1.825 -2.187 -2.713
H 4.331 -1.774 3.599
H 2.681 -2.319 -5.266
H -1.176 0.750 1.927
O 3.154 -0.174 1.824
H -2.095 1.840 -1.948
H 0.604 1.840 -7.580
H -1.393 -6.244 1.148
C -5.451 4.398 3.096
C -4.182 -2.566 -0.350
N 0.480 -0.356 5.750
H -8.407 -1.453 -2.383
H -4.623 1.458 -5.734
C 2.709 -3.314 3.317
H -3.215 -6.982 -1.253
H -6.206 6.815 3.603
C -0.210 -4.393 -0.462
H 0.664 -2.411 -3.873
H -7.315 3.390 -4.474
C -5.128 6.694 3.505
H -7.108 -0.656 -3.223
H 1.454 3.249 2.117
H 3.047 3.178 2.786
H 5.675 -3.130 6.724
H -3.563 -8.820 -0.400
C 4.123 -2.835 3.735
H -7.773 -2.154 -3.877
C -5.168 -2.394 -2.611
H 0.638 2.324 5.729
H 3.435 2.905 -3.445
C -4.009 -6.520 0.717
H -6.524 4.587 3.073
H -3.624 -1.630 -0.312
C 0.705 1.796 4.778
H -2.005 -8.699 -0.616
H -4.590 7.420 4.115
H 1.341 2.493 4.233
O 0.763 0.381 -0.675
C 3.072 3.686 0.685
H 2.580 -1.814 2.031
C 2.656 -4.865 3.228
H 4.750 4.348 -0.403
H -2.850 3.476 3.856
C 5.844 6.079 1.169
H 3.115 -0.682 5.331
H -3.237 0.609 -1.469
H 0.611 0.103 6.639
H -5.131 -2.337 0.134
H 2.019 -3.004 4.101
H 6.400 5.551 1.945
N -6.001 1.987 3.235
C 3.506 1.915 -2.995
H 0.160 -4.301 0.559
H -3.252 1.749 3.766
H 6.413 6.043 0.240
H 5.683 7.116 1.463
H -1.129 -0.031 -0.347
C 6.720 0.134 -2.559
H -0.854 1.492 -6.632
H 6.007 1.255 -4.219
H -5.066 -2.820 -3.610
N 7.832 2.033 -3.494
H 5.830 -0.208 -2.032
C -4.469 1.614 -3.391
C -2.916 -7.029 -0.206
C -0.381 1.081 1.259
C 1.276 0.351 4.800
N -5.500 1.943 -5.609
H 1.840 0.022 -3.416
H -4.758 -1.384 -2.616
C -4.366 -3.205 -1.683
C -1.582 -6.265 0.074
O 4.353 -3.209 5.120
N 2.269 -2.775 2.062
H -6.920 2.405 3.233
H 3.549 -1.539 -3.910
H 1.253 -0.094 3.806
H 0.552 1.141 1.819
O 4.540 5.570 1.096
H -4.835 -4.176 -1.525
H 1.263 -2.789 1.966
H -0.320 1.807 4.407
H 3.802 1.164 -3.727
H 2.320 4.773 2.402
H -3.533 1.411 -3.911
H -4.021 -5.434 0.810
H 5.931 -1.915 5.487
H -5.014 -6.806 0.406
H 3.198 -0.675 -5.422
C 2.813 -1.396 -4.701
H 0.025 -0.975 0.657
C 0.115 1.102 -6.944

2.
78
Properties=species:S:1:pos:R:3 method="wB97M-V/def2-TZVPD" total_charge=-1 orbital_gap_ev="6.1 / 5.9" multiplicity=5 e_above_lowest_kj_mol=77.94 fmax_ev_per_a=1.104
C 0.510 -2.929 -2.445
C -5.280 -0.603 -0.249
H -3.605 3.727 -0.403
H 3.659 -0.031 5.392
C -5.204 -0.231 -2.597
H 2.959 1.355 4.568
H -0.255 4.066 -1.940
C -4.399 3.126 2.113
S -1.524 0.716 -1.402
H -1.414 5.393 -1.824
H 3.616 0.405 -1.067
H 7.219 -2.758 2.073
O -0.511 -3.889 -7.330
C -0.331 -4.750 -3.778
H 2.321 -0.680 -0.572
H -0.760 -5.741 -3.856
C -3.013 3.439 1.628
C 3.296 -0.031 1.968
C 5.097 -0.708 3.402
C -3.874 0.112 -2.481
C -1.930 3.409 2.508
C 5.813 -1.149 2.294
H -5.676 -0.217 -3.573
C -3.925 -0.269 -0.127
C -2.775 3.743 0.298
H -6.976 -0.848 -1.534
H 5.527 -0.809 4.392
H 5.768 -1.458 0.175
C 2.032 0.676 1.848
H 0.771 -2.215 -5.740
C -1.494 4.009 -0.178
H -4.870 4.020 2.533
C -0.053 -4.208 -2.538
H -5.816 -0.882 0.648
H -0.450 -2.974 -7.030
O -2.834 -1.887 1.582
H 1.230 -1.245 -3.541
C 3.974 -0.521 0.836
H -2.099 3.154 3.549
C -5.928 -0.585 -1.467
H 1.448 3.422 2.549
O 0.176 -1.458 0.878
O 1.535 1.077 0.792
H 0.572 4.166 0.369
H 7.921 -1.157 1.891
C 0.507 -2.785 -4.854
O -4.382 -0.165 2.416
O 0.815 -2.331 -1.290
Fe -0.480 0.468 0.670
C 7.188 -1.736 2.455
C 3.834 -0.156 3.266
C 5.235 -1.065 1.034
C 3.094 0.273 4.512
C -0.437 3.965 0.718
H 0.670 4.742 3.404
C -3.188 0.118 -1.253
C 3.397 -0.533 -0.551
O -2.172 0.451 1.680
C -0.405 -4.706 -6.244
H -5.028 2.764 1.299
C -0.646 3.677 2.066
S -0.250 -2.672 0.124
C -0.070 -4.052 -4.952
C -1.268 4.327 -1.631
H 7.497 -1.753 3.499
O -0.588 -5.885 -6.384
H -3.313 0.395 -3.363
H -0.252 -4.777 -1.639
H 1.496 0.886 2.784
H -4.388 2.347 2.873
O 0.337 -3.853 0.714
H 0.344 3.086 3.897
S -3.300 -0.533 1.526
H -1.958 3.764 -2.259
H 3.848 -1.349 -1.117
C 0.792 -2.231 -3.624
H 2.108 -0.188 4.580
C 0.515 3.727 3.029

3.
43
Properties=species:S:1:pos:R:3 method="wB97M-V/def2-TZVPD" total_charge=0 orbital_gap_ev="6.5 / 6.2" multiplicity=3 e_above_lowest_kj_mol=48.56 fmax_ev_per_a=0.368
C 4.238 1.530 -1.137
C -0.613 1.381 3.365
N -0.495 -0.962 -0.731
C -1.209 0.495 2.480
H 0.872 2.936 3.529
H -1.009 2.461 5.154
H -4.949 -2.255 -1.866
H 1.479 2.814 1.122
N 1.116 -1.395 -5.194
S 5.625 2.586 -1.147
C -1.358 -0.458 0.165
N 0.146 1.317 0.690
S 8.317 1.929 -0.093
C 4.446 0.276 -0.539
H 0.818 -2.353 -5.041
C -1.003 1.421 4.815
Pd 1.350 0.346 -1.071
H -2.624 -2.890 -2.463
S 3.304 -0.951 -0.420
H -0.242 -2.238 -2.317
C -3.199 -1.655 -0.791
O -5.508 -1.044 -0.267
N 1.436 -0.727 -3.973
H -3.373 -0.338 0.893
C -4.663 -2.022 -0.836
C -2.300 -2.194 -1.700
O -2.274 0.817 4.972
C 0.724 2.160 1.543
C -0.970 -1.824 -1.630
H -5.451 -0.239 -0.793
C -2.706 -0.782 0.167
H 1.952 -1.417 -5.762
H -4.817 -2.925 -0.243
H 0.590 -0.326 -3.597
C 6.759 1.530 -0.374
H -1.972 -0.188 2.825
C -0.794 0.495 1.156
H -0.243 0.885 5.396
H 1.880 -1.325 -3.285
S 2.804 2.041 -1.854
H -2.520 0.849 5.901
S 6.059 0.013 0.076
C 0.376 2.227 2.879

4.
15
Properties=species:S:1:pos:R:3 method="wB97M-V/def2-TZVPD" total_charge=0 orbital_gap_ev=10.1 e_above_lowest_kj_mol=52.15 fmax_ev_per_a=0.757
C 0.455 0.339 0.288
O 1.403 -1.702 -0.407
N -1.271 -1.309 0.791
H -0.609 -1.680 1.469
H -1.962 1.327 -0.676
C 0.600 1.604 0.679
C -0.873 -0.321 0.124
H -2.715 -0.265 -0.925
C -1.776 0.280 -0.904
H 2.224 -2.198 -0.556
H -1.301 0.230 -1.883
H -0.242 2.245 0.875
H 1.585 2.014 0.830
C 1.678 -0.476 0.056
O 2.804 -0.091 0.240

Molecular weight values, unit g/mol, following the record order: 884.3; 713.7; 551.1; 113.1.